Below is a molecular structure, C37H51BrKN5OSb2 in a non-equilibrium geometry, with properties calculated with ωB97M-V/def2-TZVPD.

```
! RIJCOSX wB97M-V def2-TZVPD def2/J DEFGRID3
* xyz 0 1
K 0.239 -1.645 0.412
C -1.607 -4.509 -1.414
C -0.779 -5.276 -0.429
C -0.851 -6.663 -0.351
C -0.067 -7.324 0.569
C 0.770 -6.577 1.384
C 0.788 -5.192 1.251
N 0.019 -4.552 0.358
Sb 2.149 -4.174 2.570
C 0.725 -2.766 3.454
C 1.015 -2.383 4.759
C 0.152 -1.519 5.408
C -0.975 -1.068 4.747
C -1.211 -1.501 3.451
C -2.385 -1.017 2.645
N -0.378 -2.347 2.829
C 3.284 -3.072 1.068
C 4.640 -2.946 1.348
C 5.424 -2.182 0.503
C 4.836 -1.560 -0.582
C 3.483 -1.754 -0.813
C 2.767 -1.086 -1.958
N 2.733 -2.521 -0.013
H -2.140 -5.168 -2.098
H -2.337 -3.885 -0.899
H -0.973 -3.841 -1.998
H -1.516 -7.201 -1.014
H -0.100 -8.403 0.653
H 1.402 -7.065 2.115
H 1.916 -2.729 5.248
H 0.364 -1.190 6.417
H -1.664 -0.376 5.214
H -3.150 -0.566 3.275
H -2.069 -0.260 1.920
H -2.820 -1.846 2.090
H 5.070 -3.402 2.230
H 6.479 -2.050 0.707
H 5.409 -0.919 -1.238
H 3.433 -0.411 -2.494
H 2.394 -1.841 -2.653
H 1.919 -0.496 -1.595
C -0.397 -1.030 -5.977
C -1.224 -1.080 -4.726
C -2.614 -1.071 -4.754
C -3.332 -1.109 -3.574
C -2.605 -1.154 -2.394
Br -3.559 -1.195 -0.749
N -1.293 -1.170 -2.320
C -0.625 -1.133 -3.476
H -1.032 -0.948 -6.858
H 0.211 -1.928 -6.087
H 0.278 -0.174 -5.977
H -3.139 -1.032 -5.700
H -4.410 -1.099 -3.559
H 0.454 -1.134 -3.395
O 3.142 -0.720 3.150
C 2.410 -0.328 2.274
N 1.696 0.061 1.412
C 1.253 4.870 -1.041
C 1.227 3.357 -0.840
C 2.469 2.967 -0.032
C 1.346 2.698 -2.221
Sb -0.495 2.444 0.159
C -0.494 3.456 2.096
C -1.919 3.471 2.650
C 0.038 4.886 2.104
C 0.365 2.613 3.046
C -2.239 3.337 -0.826
C -2.294 2.744 -2.241
C -3.473 2.803 -0.081
C -2.362 4.851 -0.919
H 2.111 5.109 -1.680
H 1.389 5.413 -0.106
H 0.364 5.267 -1.530
H 3.351 3.341 -0.566
H 2.567 1.893 0.116
H 2.475 3.420 0.960
H 2.354 2.888 -2.611
H 0.644 3.118 -2.939
H 1.201 1.616 -2.200
H -2.556 4.197 2.139
H -1.877 3.766 3.705
H -2.411 2.496 2.605
H -0.474 5.545 1.400
H 1.106 4.926 1.884
H -0.096 5.302 3.110
H -0.002 1.591 3.139
H 0.339 3.080 4.038
H 1.403 2.535 2.732
H -2.191 1.655 -2.239
H -1.534 3.151 -2.906
H -3.269 2.978 -2.686
H -3.403 1.735 0.134
H -4.353 2.943 -0.719
H -3.668 3.321 0.857
H -1.630 5.290 -1.595
H -2.260 5.344 0.049
H -3.352 5.113 -1.312
*
```

Computed properties:
- energy above the lowest of the compared OMol25 structures with the same formula, charge and spin (eV) = 0.5267
- HOMO energy (eV) = -7.33

Mulliken population analysis, charges in e, atoms 1 to 4:
1. K 0.839
2. C -0.686
3. C 0.430
4. C -0.732


Below is a molecular structure, C15H11CrN4O8S, with properties calculated with ωB97M-V/def2-TZVPD.

```
! RIJCOSX wB97M-V def2-TZVPD def2/J DEFGRID3
* xyz 0 4
Cr -0.387 1.148 -0.599
O -3.022 1.101 -3.593
C -2.402 1.057 -2.560
O -1.201 1.530 -2.326
C -2.998 0.382 -1.327
C -4.184 -0.311 -1.224
C -4.480 -0.916 -0.007
C -3.591 -0.837 1.064
C -2.423 -0.132 0.880
N -2.189 0.462 -0.282
C -1.255 0.009 1.850
O -1.361 -0.361 2.996
O -0.205 0.560 1.292
H -4.834 -0.373 -2.087
H -5.404 -1.471 0.106
H -3.772 -1.317 2.016
O 1.551 1.584 -0.722
C 2.489 0.761 -0.706
C 2.389 -0.641 -0.781
C 3.577 -1.381 -0.623
C 3.544 -2.731 -0.702
C 2.336 -3.416 -0.966
C 1.178 -2.725 -1.143
C 1.143 -1.302 -1.039
O 0.038 -0.685 -1.215
N 4.786 -3.489 -0.515
O 5.802 -2.867 -0.266
O 4.712 -4.702 -0.539
H 3.500 1.176 -0.631
H 4.520 -0.879 -0.439
H 2.357 -4.495 -1.030
H 0.246 -3.229 -1.358
N -0.833 4.170 2.685
C -0.225 3.543 1.677
N 1.007 3.088 1.869
S -1.029 3.396 0.179
H -0.398 4.293 3.584
H -1.781 4.472 2.558
H 1.390 2.999 2.795
H 1.412 2.532 1.133
*
```

Computed properties:
- ⟨S²⟩ = 3.77
- HOMO energy (spin up / spin down) (eV) = -9.06 / -9.23

Mulliken population analysis, charges in e, atoms 1 to 4:
1. Cr 0.078
2. O -0.653
3. C 0.493
4. O -0.189


Below is 9 unconnected molecules or ions with the total composition C27H54O27 in a non-equilibrium geometry, with properties calculated with ωB97M-V/def2-TZVPD.

```
! RIJCOSX wB97M-V def2-TZVPD def2/J DEFGRID3
* xyz 0 1
C 8.879 4.151 0.228
O 7.620 3.945 0.833
C 6.591 3.735 0.039
O 6.594 3.680 -1.161
O 5.506 3.635 0.789
C 4.223 3.380 0.239
H 9.210 3.243 -0.276
H 9.591 4.449 0.993
H 8.845 4.972 -0.492
H 3.505 3.184 1.033
H 4.366 2.459 -0.327
H 3.853 4.236 -0.326
C 3.531 -0.717 2.966
O 2.994 0.579 2.510
C 2.638 1.420 3.487
O 2.444 1.108 4.624
O 2.614 2.633 2.949
C 2.139 3.699 3.768
H 4.573 -0.467 3.149
H 3.311 -1.377 2.136
H 3.012 -0.994 3.878
H 1.091 3.503 4.007
H 2.105 4.595 3.152
H 2.738 3.837 4.662
C -3.122 -1.644 -3.559
O -3.094 -2.223 -4.831
C -2.923 -1.480 -5.895
O -2.819 -0.287 -5.945
O -2.867 -2.297 -6.951
C -2.685 -1.665 -8.216
H -4.144 -1.527 -3.189
H -2.603 -0.685 -3.515
H -2.640 -2.186 -2.742
H -1.777 -1.068 -8.190
H -3.573 -1.079 -8.447
H -2.582 -2.426 -8.985
C -0.938 -6.884 7.140
O -2.140 -6.579 6.442
C -2.068 -5.496 5.671
O -1.079 -4.855 5.446
O -3.284 -5.259 5.198
C -3.350 -4.363 4.092
H -1.083 -7.733 7.799
H -0.584 -6.001 7.672
H -0.166 -7.143 6.410
H -4.396 -4.280 3.814
H -2.708 -4.672 3.268
H -3.033 -3.351 4.356
C 1.027 0.349 -3.268
O 1.369 1.626 -3.757
C 2.506 2.150 -3.334
O 3.114 1.836 -2.349
O 2.832 3.126 -4.183
C 3.953 3.906 -3.800
H 0.872 0.457 -2.197
H 1.744 -0.468 -3.403
H 0.135 -0.086 -3.714
H 3.610 4.668 -3.096
H 4.416 4.498 -4.588
H 4.770 3.388 -3.298
C -2.973 -1.194 0.962
O -1.709 -0.673 1.379
C -0.981 -0.065 0.458
O -0.925 -0.324 -0.711
O -0.121 0.740 1.098
C 0.818 1.441 0.295
H -3.661 -0.359 0.841
H -3.296 -1.891 1.732
H -2.921 -1.821 0.071
H 1.387 2.131 0.907
H 0.449 1.896 -0.625
H 1.527 0.668 -0.030
C -8.884 -4.447 2.197
O -7.589 -4.453 1.628
C -6.639 -3.783 2.289
O -6.725 -3.409 3.421
O -5.518 -3.692 1.600
C -5.442 -3.762 0.181
H -9.177 -3.512 2.664
H -8.955 -5.267 2.917
H -9.633 -4.739 1.461
H -5.399 -2.739 -0.184
H -6.300 -4.195 -0.343
H -4.662 -4.447 -0.140
C 0.042 -3.380 -1.555
O 0.644 -3.293 -0.286
C -0.089 -3.437 0.821
O -1.257 -3.765 0.832
O 0.567 -2.900 1.821
C 0.034 -2.980 3.147
H -0.806 -2.689 -1.639
H -0.391 -4.375 -1.674
H 0.743 -3.001 -2.294
H -0.478 -2.035 3.327
H 0.869 -3.029 3.839
H -0.620 -3.824 3.311
C 1.049 5.135 -1.238
O 0.542 6.216 -1.992
C 1.368 6.991 -2.668
O 2.568 6.908 -2.684
O 0.629 7.867 -3.338
C 1.289 8.769 -4.216
H 1.544 5.570 -0.364
H 1.789 4.507 -1.735
H 0.244 4.501 -0.879
H 0.575 9.308 -4.830
H 1.943 8.217 -4.891
H 1.865 9.461 -3.601
*
```

Computed properties:
- SMILES string = COC(=O)OC.COC(=O)OC.COC(=O)OC.COC(=O)OC.COC(=O)OC.COC(=O)OC.COC(=O)OC.COC(=O)OC.COC(=O)OC
- energy above the lowest of the compared OMol25 structures with the same formula, charge and spin (eV) = 1.7389
- HOMO energy (eV) = -10.49

Mulliken population analysis, charges in e, atoms 1 to 4:
1. C -0.645
2. O -0.373
3. C 0.692
4. O -0.547


Below is 2 unconnected molecules or ions with the total composition C4H8FP in a non-equilibrium geometry, with properties calculated with ωB97M-V/def2-TZVPD.

```
! RIJCOSX wB97M-V def2-TZVPD def2/J DEFGRID3
* xyz 0 1
C 1.565 -0.376 1.037
C 0.853 -1.125 0.093
C -1.258 0.633 0.203
C -0.913 -0.456 -0.736
F -1.941 -1.350 -0.580
P 2.161 -0.163 -0.635
H 1.132 0.486 1.537
H 2.239 -0.905 1.767
H 0.909 -2.236 0.158
H -1.496 0.243 1.181
H -2.013 1.439 -0.048
H -0.216 1.014 0.325
H -0.578 -0.257 -1.689
H 1.191 0.841 -0.842
*
```

Computed properties:
- energy above the lowest of the compared OMol25 structures with the same formula, charge and spin (eV) = 2.3483
- HOMO energy (eV) = -9.18

Mulliken population analysis, charges in e, atoms 1 to 4:
1. C -0.555
2. C -0.285
3. C -0.650
4. C -0.179


Below is 2 unconnected molecules or ions with the total composition C22H38BrClN3O6S in a non-equilibrium geometry, with properties calculated with ωB97M-V/def2-TZVPD.

```
! RIJCOSX wB97M-V def2-TZVPD def2/J DEFGRID3
* xyz 1 1
C -0.792 2.886 4.536
C -1.328 3.370 3.065
C -0.044 3.899 2.199
Cl -0.248 5.670 1.588
C 0.266 2.989 0.830
C -1.055 2.754 -0.110
N -1.621 1.357 -0.090
C -2.498 1.186 -1.350
C -3.669 2.322 -1.494
C -4.820 1.708 -2.542
O -4.396 2.643 -0.258
C -0.633 0.226 -0.035
C -1.261 -0.916 1.022
C -1.658 -0.504 2.596
C -2.297 -1.664 3.573
C -2.467 -3.160 2.895
C -2.011 -3.320 1.329
N -1.460 -2.279 0.410
C 0.929 0.613 0.262
C 1.852 0.938 -1.044
Br 3.369 2.243 -0.701
C 1.113 1.485 -2.382
C 2.260 1.395 -3.600
S 1.891 -0.800 1.133
C 1.661 -0.806 3.000
O 1.603 -2.200 0.462
O 3.453 -0.639 0.952
N 0.903 1.718 1.319
H -1.604 3.251 5.328
H 0.193 3.501 4.809
H -0.588 1.739 4.644
H -2.013 4.328 3.263
H -2.014 2.604 2.505
H 0.963 3.889 2.806
H 0.992 3.691 0.193
H -1.906 3.461 0.343
H -0.945 3.087 -1.226
H -2.340 1.361 0.696
H -2.997 0.111 -1.214
H -1.885 1.192 -2.343
H -3.208 3.280 -1.990
H -5.529 0.942 -1.964
H -4.354 1.169 -3.469
H -5.510 2.628 -2.808
H -4.917 1.866 0.099
H -0.643 -0.261 -1.126
H -1.493 0.561 3.050
H -2.638 -1.524 4.685
H -2.915 -4.105 3.465
H -2.152 -4.414 0.869
H 2.378 -0.089 -1.351
H 0.216 0.854 -2.782
H 0.909 2.630 -2.259
H 2.834 2.404 -3.749
H 1.704 1.095 -4.610
H 2.991 0.481 -3.371
H 2.675 -0.904 3.610
H 1.048 0.117 3.415
H 1.018 -1.766 3.292
H 1.833 1.854 1.769
C 3.706 -7.082 -4.029
O 3.673 -5.660 -3.938
C 3.571 -5.183 -2.672
O 3.508 -5.857 -1.655
O 3.551 -3.828 -2.732
C 3.445 -3.185 -1.463
H 3.789 -7.352 -5.086
H 4.578 -7.483 -3.502
H 2.781 -7.516 -3.635
H 4.307 -3.430 -0.834
H 2.510 -3.463 -0.967
H 3.438 -2.105 -1.631
*
```

Computed properties:
- HOMO energy (eV) = -12.13

Mulliken population analysis, charges in e, atoms 1 to 4:
1. C -1.068
2. C -0.154
3. C -0.385
4. Cl -0.172


Below is a molecular structure, C6H3InN5O5 in a non-equilibrium geometry, with properties calculated with ωB97M-V/def2-TZVPD.

```
! RIJCOSX wB97M-V def2-TZVPD def2/J DEFGRID3
* xyz 3 1
O -0.326 -4.060 1.240
C -0.545 -3.110 0.658
In -1.104 -0.688 -0.825
O -3.083 -2.153 -2.644
C -2.332 -1.637 -1.939
C -1.459 0.847 -1.765
O -1.682 1.816 -2.358
C 0.312 -1.090 -2.043
O 1.151 -1.277 -2.809
C -2.526 -0.262 0.378
O -3.393 0.049 1.069
N 3.387 1.480 1.432
N 2.041 1.229 1.217
N 1.064 1.898 1.803
C -0.057 1.366 1.285
N 0.253 0.389 0.404
N 1.574 0.325 0.372
H 4.105 0.939 0.931
H 3.676 2.230 2.078
H -1.057 1.707 1.516
*
```

Computed properties:
- HOMO energy (eV) = -20.25

Mulliken population analysis, charges in e, atoms 1 to 4:
1. O -0.024
2. C 0.253
3. In 1.663
4. O -0.026


Below is a molecular structure, C8H23Br3O4S3 in a non-equilibrium geometry, with properties calculated with ωB97M-V/def2-TZVPD.

```
! RIJCOSX wB97M-V def2-TZVPD def2/J DEFGRID3
* xyz 0 1
C 0.167 6.116 0.433
S -1.453 5.402 0.341
O -1.440 4.715 -0.979
C -1.226 4.165 1.678
H 0.871 5.316 0.430
H 0.250 6.960 1.112
H 0.144 6.640 -0.532
H -0.415 3.495 1.364
H -2.197 3.658 1.845
H -1.048 4.644 2.627
C -1.231 -0.966 2.441
S -2.046 -1.024 0.798
O -1.634 0.195 0.030
C -1.072 -2.447 0.109
H -1.722 -0.140 2.860
H -0.195 -0.815 2.294
H -1.376 -1.941 2.950
H -1.301 -2.597 -0.905
H -1.133 -3.317 0.694
H 0.024 -2.199 0.178
C 0.546 2.465 -2.351
S 1.940 2.511 -1.180
O 1.566 3.292 0.002
C 1.699 0.735 -0.734
H 0.298 3.506 -2.537
H -0.388 1.953 -1.949
H 0.723 2.018 -3.352
H 1.871 0.188 -1.666
H 0.651 0.813 -0.376
H 2.511 0.566 -0.064
C 0.803 -6.443 3.022
Br 0.698 -5.332 1.479
Br -0.317 -5.608 4.290
Br 2.696 -6.647 3.505
H 0.466 -7.441 2.781
C 0.407 -4.092 -3.428
O -0.219 -2.875 -3.586
H 0.872 -4.173 -2.479
H -0.379 -4.860 -3.492
H 1.209 -4.325 -4.107
H 0.382 -2.113 -3.547
*
```

Computed properties:
- HOMO energy (eV) = -8.28

Mulliken population analysis, charges in e, atoms 1 to 4:
1. C -0.697
2. S 0.419
3. O -0.575
4. C -0.743


Below is C2H4N2O3 in the gas phase in a non-equilibrium geometry, with properties calculated with ωB97M-V/def2-TZVPD.

```
! RIJCOSX wB97M-V def2-TZVPD def2/J DEFGRID3
* xyz 0 1
N 1.362 -0.552 0.018
N 0.764 0.708 0.012
C -0.596 0.943 0.016
O -1.017 2.055 -0.001
C -1.648 -0.247 0.003
O -2.806 -0.015 0.019
O -1.146 -1.513 0.003
H 1.905 -0.608 -0.839
H 1.924 -0.668 0.855
H 1.420 1.488 -0.010
H -0.164 -1.591 -0.075
*
```

Computed properties:
- SMILES string = NNC(=O)C(=O)O
- energy above the lowest of the compared OMol25 structures with the same formula, charge and spin (eV) = 1.7046
- HOMO energy (eV) = -10.20

Mulliken population analysis, charges in e, atoms 1 to 4:
1. N -0.648
2. N -0.061
3. C 0.496
4. O -0.541


Below is C4H8O2 in the gas phase, with properties calculated with ωB97M-V/def2-TZVPD.

```
! RIJCOSX wB97M-V def2-TZVPD def2/J DEFGRID3
* xyz 0 1
C -1.287 -0.298 -1.438
O -0.156 0.411 -0.936
C 0.464 -0.194 0.201
C 1.717 0.601 0.547
C -0.623 -0.125 1.260
O -1.448 -1.000 1.413
H -0.988 -1.062 -2.166
H -1.844 -0.786 -0.634
H -1.944 0.434 -1.914
H 0.704 -1.248 0.004
H 2.277 0.798 -0.370
H 1.469 1.563 1.010
H 2.373 0.060 1.240
H -0.714 0.849 1.784
*
```

Computed properties:
- SMILES string = CO[C@@H](C)C=O
- energy above the lowest of the compared OMol25 structures with the same formula, charge and spin (eV) = 1.7351
- HOMO energy (eV) = -9.61

Mulliken population analysis, charges in e, atoms 1 to 4:
1. C -0.659
2. O -0.348
3. C 0.472
4. C -1.311


Below is 2 unconnected molecules or ions with the total composition C4H14N2O in a non-equilibrium geometry, with properties calculated with ωB97M-V/def2-TZVPD.

```
! RIJCOSX wB97M-V def2-TZVPD def2/J DEFGRID3
* xyz 0 1
N -2.634 -0.356 -1.569
C -1.464 0.358 -1.075
C -0.711 -0.344 0.046
C 0.561 0.414 0.471
C 0.349 1.450 1.602
N 0.938 1.100 2.892
H -3.476 -0.208 -1.032
H -2.581 -1.250 -2.015
H -1.832 1.325 -0.754
H -0.800 0.433 -1.928
H -1.373 -0.560 0.894
H -0.362 -1.306 -0.337
H 1.011 0.829 -0.424
H 1.204 -0.356 0.893
H 0.837 2.381 1.293
H -0.704 1.712 1.736
H 0.327 0.462 3.406
H 1.799 0.585 2.766
O 2.435 -2.043 -2.055
H 3.274 -1.548 -2.018
H 2.771 -2.926 -2.261
*
```

Computed properties:
- SMILES string = NCCCCN.O
- energy above the lowest of the compared OMol25 structures with the same formula, charge and spin (eV) = 1.3791
- HOMO energy (eV) = -8.53

Mulliken population analysis, charges in e, atoms 1 to 4:
1. N -0.518
2. C -0.536
3. C -0.631
4. C -0.412


Below is C2H2N2O in the gas phase in a non-equilibrium geometry, with properties calculated with ωB97M-V/def2-TZVPD.

```
! RIJCOSX wB97M-V def2-TZVPD def2/J DEFGRID3
* xyz 0 1
C 0.895 0.428 -0.486
C -0.583 -0.005 -0.242
N 1.472 0.036 0.528
N -0.385 -0.563 0.941
O -1.566 0.127 -0.912
H 1.263 0.962 -1.348
H -1.097 -0.985 1.520
*
```

Computed properties:
- energy above the lowest of the compared OMol25 structures with the same formula, charge and spin (eV) = 3.7668
- HOMO energy (eV) = -10.33

Mulliken population analysis, charges in e, atoms 1 to 4:
1. C 0.070
2. C 0.448
3. N -0.262
4. N -0.317